An isolated molecule of C26H40F4INO7S at a distorted geometry, computed with ωB97M-V/def2-TZVPD.

XYZ file:
```
80
Properties=species:S:1:pos:R:3:forces:R:3:lowdin_charge:R:1
C -0.314 -5.169 -1.927 -0.0770 -0.2857 -0.3877 0.027
C 0.277 -4.452 -0.780 -1.6401 0.4735 -0.8058 -0.601
O 1.295 -4.717 -0.276 3.0119 -0.8904 1.4382 0.165
O -0.474 -3.436 -0.312 -0.9339 0.8841 0.0261 -0.029
C -0.183 -2.166 -0.947 0.1332 -0.1880 0.3843 -0.140
C -1.411 -1.299 -0.911 -0.3170 -0.2751 0.2004 -0.139
C -1.532 -0.380 0.292 0.0398 0.0941 -0.0127 -0.096
C -0.623 0.862 0.332 0.0056 -0.5198 -0.1661 -0.277
O -0.503 1.308 -1.010 0.0510 0.1293 -0.1251 -0.085
C -0.649 2.688 -1.252 -0.0675 -0.2160 -0.0087 -0.241
C -2.024 3.254 -0.876 -0.1826 -0.2180 0.1997 -0.082
C -3.174 2.284 -0.890 -1.1932 -0.7934 -0.0929 -0.198
C -4.060 2.239 0.221 -0.3296 -1.0880 -1.2424 -0.035
C -5.149 1.325 0.235 1.2124 0.3327 -1.0611 -0.068
C -5.346 0.445 -0.850 1.1708 0.8433 -0.2843 -0.042
C -4.478 0.474 -1.980 0.2387 1.1142 1.2994 -0.246
C -4.660 -0.454 -3.144 0.1922 -0.0253 0.2803 -0.050
C -3.407 1.416 -1.985 -1.1663 -0.2318 1.1457 0.017
C -0.221 2.924 -2.710 0.0427 -0.0752 -0.1005 -0.385
F -1.191 3.566 -3.410 -0.1965 0.1683 -0.2036 0.107
F 0.872 3.742 -2.727 0.0897 0.2717 0.0195 0.105
C 0.187 1.742 -3.597 -0.1508 0.1487 0.4447 -0.291
F 1.295 1.157 -3.113 0.3136 -0.2209 0.0227 0.109
F -0.802 0.828 -3.649 -0.1224 -0.2913 -0.2523 0.087
C 0.759 0.651 1.038 -0.5311 0.0411 -0.2604 -0.335
C 1.994 0.706 0.140 0.0404 -0.0667 0.2118 -0.152
C 2.592 2.067 -0.155 0.0836 -0.0681 -0.0119 -0.199
C 3.854 2.049 -1.039 -0.1284 0.1433 -0.0186 -0.166
C 4.460 0.701 -1.344 0.3087 0.0059 -0.3341 -0.271
O 5.506 0.788 -2.315 0.0095 0.0342 0.1728 -0.065
N 0.886 1.416 2.278 0.6287 0.0879 0.1728 -0.505
I 0.328 3.376 2.194 0.0819 0.2071 0.2577 1.099
C 0.363 0.729 3.464 -0.1143 -0.1895 0.0817 -0.293
C 1.426 -0.108 4.194 0.1563 0.0036 -0.6063 -0.169
C 1.019 -1.510 4.646 -0.0791 0.0061 0.3399 -0.216
C 1.571 -2.718 3.904 -0.0142 -0.0468 -0.0541 -0.215
S 3.342 -2.866 4.174 -0.4413 -0.0217 0.6698 0.596
O 3.826 -1.588 4.604 0.3798 -0.4287 0.0582 -0.272
O 3.588 -4.044 4.956 -0.0005 0.4715 -0.1830 -0.275
O 3.909 -3.107 2.727 0.1388 0.0252 -0.8437 -0.144
H -0.410 -4.488 -2.766 -0.1191 0.1343 -0.1898 0.090
H -1.301 -5.522 -1.664 -0.2801 -0.0857 0.0092 0.095
H 0.327 -5.992 -2.205 0.0830 -0.2290 -0.1123 0.090
H 0.625 -1.731 -0.376 0.4218 0.2200 -0.0362 0.110
H 0.159 -2.332 -1.963 0.0803 -0.1096 -0.2636 0.131
H -1.528 -0.761 -1.841 0.1066 0.3309 -0.1384 0.094
H -2.247 -1.992 -0.860 -0.2443 -0.0829 -0.0911 0.127
H -1.392 -0.958 1.202 0.0912 -0.1431 0.2523 0.119
H -2.559 -0.033 0.318 -0.1943 0.1195 0.0043 0.096
H -1.169 1.588 0.927 -0.0893 0.2638 0.0144 0.073
H 0.070 3.244 -0.658 0.1577 0.1741 0.0083 0.072
H -1.934 3.626 0.139 0.0100 0.1480 0.1947 0.063
H -2.247 4.119 -1.490 0.0041 0.1736 -0.1913 0.131
H -3.898 2.901 1.057 0.0284 0.0984 0.1566 0.104
H -5.819 1.305 1.078 -0.0968 -0.0260 0.1289 0.093
H -6.170 -0.250 -0.819 -0.1094 -0.1570 -0.0587 0.098
H -5.376 -1.232 -2.913 -0.2888 -0.1084 -0.0201 0.073
H -4.973 0.077 -4.035 -0.1567 0.1080 -0.1878 0.082
H -3.723 -0.950 -3.376 0.2199 -0.0597 -0.0896 0.071
H -2.760 1.445 -2.843 0.1130 0.0205 -0.1051 0.101
H 0.379 2.116 -4.597 0.0827 0.0418 -0.2410 0.172
H 0.729 -0.375 1.388 0.0143 -0.2977 0.1895 0.121
H 1.759 0.179 -0.775 -0.1371 -0.0668 -0.3033 0.096
H 2.753 0.114 0.648 0.1591 -0.1181 0.1067 0.121
H 2.838 2.530 0.791 0.0633 0.1258 0.2669 0.074
H 1.852 2.702 -0.621 -0.0270 0.1573 -0.1006 0.064
H 4.615 2.661 -0.569 0.2179 0.2008 0.0219 0.116
H 3.619 2.520 -1.993 -0.0761 0.0764 -0.2007 0.106
H 3.704 0.024 -1.726 -0.1696 -0.2414 -0.0121 0.105
H 4.916 0.275 -0.459 -0.0225 -0.2414 0.2587 0.120
H 5.419 1.623 -2.779 -0.0274 0.0744 -0.0983 0.070
H -0.001 1.482 4.146 -0.2952 0.0900 0.1907 0.060
H -0.474 0.089 3.186 -0.3320 -0.0311 -0.0050 0.106
H 1.758 0.447 5.060 0.1739 0.1438 0.1695 0.115
H 2.295 -0.178 3.552 0.2014 0.0573 -0.1538 0.097
H -0.064 -1.608 4.680 -0.2294 -0.0268 -0.0343 0.114
H 1.359 -1.646 5.667 -0.0990 0.0563 0.3125 0.113
H 1.178 -3.623 4.348 -0.1549 -0.2360 0.0675 0.102
H 1.332 -2.766 2.844 0.0510 0.2548 -0.1834 0.096
H 3.212 -3.352 2.097 0.2261 -0.1544 0.0938 0.090
```
Forces are in eV/Å.

Summary:
multiplicity: 1
HOMO energy: -0.318 hartree
structure (SMILES): CC(=O)OCCC[C@H](O[C@H](Cc1cccc(C)c1)C(F)(F)C(F)F)[C@@H](CCCCO)N(I)CCCCS(=O)(=O)O
HOMO-LUMO gap: 8.5 eV